[1]
A cluster of 5 separate species, CH12O5 in total, computed with ωB97M-V/def2-TZVPD.

Its SMILES is CO.O.O.O.O. Its spin multiplicity is 1. Its LUMO energy is 0.1618 eV. Its energy relative to the best compared isomer or geometry (same formula, charge and spin) is 17.9 kcal per mole. The strongest force on any atom is 1.18 eV/A. As for the frontier orbital gap: 10.64 eV. The value obtained for the HOMO energy is -0.385 Eh.

Cartesian coordinates (Å):
C1 0.214 2.544 -0.557
O1 -0.106 1.179 -0.820
H1 -0.455 2.917 0.213
H2 1.237 2.535 -0.189
H3 0.213 3.127 -1.478
H4 -0.519 0.908 -1.642
O2 -0.499 -2.867 0.617
H5 -1.366 -2.686 0.232
H6 -0.570 -2.444 1.481
O3 1.635 0.120 1.944
H7 1.289 -0.367 1.168
H8 2.514 0.395 1.673
O4 -2.233 -0.855 0.067
H9 -2.808 -0.564 -0.643
H10 -1.365 -0.434 0.038
O5 1.198 -1.127 -0.440
H11 0.665 -1.927 -0.576
H12 0.957 -0.454 -1.089

[2]
A cluster of 6 separate species, CH12O6 in total, computed with ωB97M-V/def2-TZVPD.

Its SMILES is C=O.O.O.O.O.O. Its spin multiplicity is 1. Its LUMO energy is 0.4689 eV. Its energy relative to the best compared isomer or geometry (same formula, charge and spin) is 20.1 kcal per mole. The strongest force on any atom is 1.69 eV/A. As for the frontier orbital gap: 10.83 eV. The value obtained for the HOMO energy is -0.381 Eh.

Cartesian coordinates (Å):
C1 2.460 -1.663 3.006
O1 2.137 -1.820 1.861
H1 2.506 -0.627 3.448
H2 2.599 -2.510 3.685
O2 -1.173 1.455 1.570
H3 -2.073 1.417 1.229
H4 -0.723 0.738 1.092
O3 -0.123 2.051 -2.597
H5 -0.476 2.948 -2.717
H6 0.793 2.353 -2.694
O4 -2.244 0.453 -1.674
H7 -1.367 0.845 -1.543
H8 -2.508 1.020 -2.408
O5 1.850 -0.276 -1.063
H9 1.692 -0.602 -0.163
H10 1.251 -0.881 -1.522
O6 -1.124 -1.577 0.180
H11 -1.783 -1.196 -0.420
H12 -1.694 -2.127 0.731

[3]
A cluster of 5 separate species, CH13NO4 in total, computed with ωB97M-V/def2-TZVPD.

Its SMILES is CN.O.O.O.O. Its spin multiplicity is 1. Its LUMO energy is 0.5983 eV. Its energy relative to the best compared isomer or geometry (same formula, charge and spin) is 29.1 kcal per mole. The strongest force on any atom is 2.46 eV/A. As for the frontier orbital gap: 10.76 eV. The value obtained for the HOMO energy is -0.373 Eh.

Cartesian coordinates (Å):
C1 0.966 0.529 2.765
N1 1.468 1.395 1.681
H1 0.433 1.074 3.491
H2 1.760 0.142 3.313
H3 0.514 -0.487 2.550
H4 1.954 2.210 2.107
H5 2.153 0.871 1.212
O1 0.018 1.713 -0.697
H6 0.280 1.854 0.226
H7 0.180 2.627 -1.078
O2 -1.562 1.414 -2.903
H8 -1.001 2.052 -3.353
H9 -1.035 1.169 -2.098
O3 -1.929 -4.365 -2.170
H10 -1.108 -4.455 -1.672
H11 -2.623 -4.398 -1.551
O4 0.093 -1.343 -0.352
H12 0.140 -0.365 -0.634
H13 -0.703 -1.636 -0.838

[4]
A cluster of 6 separate species, CH13O5S in total, computed with ωB97M-V/def2-TZVPD.

Its spin multiplicity is 1. Its LUMO energy is 3.5469 eV. As for the total charge: -1. Its energy relative to the best compared isomer or geometry (same formula, charge and spin) is 23.6 kcal per mole. The strongest force on any atom is 1.35 eV/A. As for the frontier orbital gap: 7.28 eV. The value obtained for the HOMO energy is -0.137 Eh.

Cartesian coordinates (Å):
C1 1.415 0.101 2.025
S1 -0.328 -0.368 2.435
H1 1.627 0.099 0.947
H2 1.506 1.172 2.219
H3 2.101 -0.606 2.478
H4 -1.960 -0.099 0.007
H5 -2.399 1.248 0.611
O1 -2.590 0.614 -0.088
H6 -1.238 1.675 -2.569
H7 -0.764 1.487 -1.102
O2 -0.706 2.059 -1.880
H8 1.331 1.820 -1.856
H9 1.779 0.355 -1.718
O3 2.092 1.229 -1.983
H10 1.511 -1.522 -2.432
H11 0.287 -1.642 -1.386
O4 0.792 -1.035 -2.005
H12 -0.355 -1.346 0.878
H13 -0.069 -2.768 0.608
O5 -0.377 -2.041 0.053

[5]
A structure of composition CH14BaO10, computed with ωB97M-V/def2-TZVPD.

Its spin multiplicity is 1. Its LUMO energy is -1.3165 eV. Its energy relative to the best compared isomer or geometry (same formula, charge and spin) is 38.5 kcal per mole. The strongest force on any atom is 9.09 eV/A. As for the frontier orbital gap: 2.66 eV. The value obtained for the HOMO energy is -0.146 Eh.

Cartesian coordinates (Å):
Ba1 -0.047 0.058 -0.111
C1 -1.147 2.996 0.291
O1 -1.960 2.168 0.549
O2 0.080 2.844 0.377
O3 -1.421 4.185 0.136
O4 0.194 0.541 2.557
H1 1.056 0.517 2.972
H2 -0.092 1.449 2.649
O5 -2.026 -1.671 1.303
H3 -1.602 -2.526 1.380
H4 -2.520 -1.574 2.117
O6 0.015 1.397 -2.473
H5 -0.165 1.034 -3.341
H6 0.662 2.085 -2.631
O7 2.540 0.683 0.083
H7 3.296 0.220 0.444
H8 2.602 1.566 0.447
O8 -1.785 -0.857 -2.064
H9 -2.709 -0.875 -1.816
H10 -1.783 -0.522 -2.961
O9 0.846 -1.941 1.512
H11 0.819 -2.052 2.462
H12 1.335 -2.701 1.195
O10 1.078 -2.001 -1.700
H13 2.015 -2.143 -1.566
H14 0.715 -2.880 -1.811

[6]
A structure of composition CH14F3Na2O10S, computed with ωB97M-V/def2-TZVPD.

Its spin multiplicity is 2. Its LUMO energy (alpha / beta) is -1.3194 / -0.2425 eV. The strongest force on any atom is 2.92 eV/A. As for the frontier orbital gap (alpha / beta): 2.52 / 10.68 eV. The expectation value of S² is 0.75. The value obtained for the HOMO energy (alpha / beta) is -0.141 / -0.402 Eh.

Cartesian coordinates (Å):
Na1 -1.025 3.469 -2.783
Na2 -1.058 3.702 3.070
C1 -0.714 -0.596 0.190
F1 -2.025 -0.723 0.117
F2 -0.286 -1.044 1.338
F3 -0.046 -1.280 -0.779
S1 -0.181 1.249 0.240
O1 -0.596 1.677 1.606
O2 1.272 1.122 0.121
O3 -0.878 1.916 -0.890
O4 -4.700 1.079 0.791
H1 -5.119 0.813 1.610
H2 -3.916 0.534 0.735
O5 0.131 -3.637 0.304
H3 -0.033 -4.256 1.016
H4 -0.448 -2.898 0.490
O6 3.200 1.229 2.208
H5 3.641 0.498 1.774
H6 2.442 1.414 1.654
O7 3.083 0.347 -2.178
H7 3.683 1.076 -2.336
H8 3.065 0.254 -1.225
O8 -1.889 0.737 3.651
H9 -2.244 -0.084 3.311
H10 -1.414 1.117 2.912
O9 0.753 0.748 -3.373
H11 1.636 0.772 -3.002
H12 0.256 0.191 -2.773
O10 0.978 -3.483 -2.709
H13 1.577 -2.928 -3.209
H14 0.852 -3.017 -1.882

[7]
A structure of composition CH14Mn2O10, computed with ωB97M-V/def2-TZVPD.

Its spin multiplicity is 11. Its LUMO energy (alpha / beta) is -9.1903 / -9.2725 eV. As for the total charge: +2. Its energy relative to the best compared isomer or geometry (same formula, charge and spin) is 19.6 kcal per mole. The strongest force on any atom is 10.58 eV/A. As for the frontier orbital gap (alpha / beta): 6.14 / 6.06 eV. The expectation value of S² is 30.00. The value obtained for the HOMO energy (alpha / beta) is -0.563 / -0.563 Eh.

Cartesian coordinates (Å):
Mn1 -20.254 14.548 31.353
Mn2 -21.356 16.847 27.896
C1 -21.842 14.793 29.424
O1 -22.470 15.049 28.441
O2 -21.032 15.675 29.641
O3 -21.980 13.914 30.266
O4 -22.352 11.482 28.890
H1 -22.238 12.242 29.461
H2 -22.267 10.728 29.473
O5 -24.873 13.286 30.338
H3 -25.080 12.438 30.730
H4 -23.916 13.318 30.328
O6 -23.252 17.016 26.629
H5 -23.630 17.613 25.984
H6 -23.944 16.378 26.800
O7 -25.100 15.629 29.047
H7 -25.276 14.910 29.653
H8 -24.183 15.514 28.798
O8 -22.661 18.089 29.136
H9 -22.539 18.439 30.018
H10 -23.383 18.602 28.772
O9 -19.258 12.917 30.586
H11 -19.677 12.136 30.223
H12 -18.352 12.867 30.282
O10 -22.970 12.854 26.666
H13 -22.618 13.639 27.085
H14 -23.143 12.252 27.389

[8]
A cluster of 5 separate species, CH14N2O4 in total, computed with ωB97M-V/def2-TZVPD.

Its SMILES is NCN.O.O.O.O. Its spin multiplicity is 1. Its LUMO energy is 0.5601 eV. Its energy relative to the best compared isomer or geometry (same formula, charge and spin) is 19.1 kcal per mole. The strongest force on any atom is 1.23 eV/A. As for the frontier orbital gap: 10.41 eV. The value obtained for the HOMO energy is -0.362 Eh.

Cartesian coordinates (Å):
N1 1.580 0.206 -0.866
C1 0.819 -0.261 -2.027
N2 -0.555 -0.665 -1.614
H1 0.972 0.242 -0.069
H2 2.305 -0.467 -0.631
H3 0.757 0.599 -2.700
H4 1.249 -1.103 -2.562
H5 -0.948 0.175 -1.178
H6 -1.112 -0.834 -2.446
O1 -2.261 -0.182 2.004
H7 -3.118 -0.150 2.410
H8 -1.896 -1.088 1.881
O2 -0.479 -2.088 0.811
H9 0.293 -1.604 1.104
H10 -0.598 -1.814 -0.106
O3 -2.615 3.199 0.428
H11 -2.615 2.336 0.871
H12 -3.040 3.008 -0.393
O4 3.861 -0.207 1.686
H13 3.242 0.218 2.290
H14 4.159 0.479 1.108

Question: Which value of strongest force on any atom does entry 4 give?
Answer: 1.35 eV/A

Question: strongest force on any atom of number 7 (CH14Mn2O10)?
Answer: 10.58 eV/A